12
Properties=species:S:1:pos:R:3:mulliken_charge:R:1 method="wB97M-V/def2-TZVPD" e_homo_ev=-8.96 homo_lumo_gap_ev=9.3
C -0.1117 0.9676 0.1029 -0.31
C 1.3013 0.8377 -0.1934 -0.15
C 0.0541 -1.4172 -0.1028 0.04
H -2.2860 -0.2485 0.6784 0.33
H -0.6203 1.7893 -0.4121 0.30
H -0.3844 1.0901 1.1426 0.25
H 1.8884 1.7143 -0.4374 0.40
H -0.4530 -2.3927 -0.0078 0.39
N -0.6644 -0.2776 -0.3626 -0.04
N 2.0003 -0.2544 -0.2070 -0.34
N 1.3659 -1.4698 0.0436 -0.47
O -2.0903 -0.3388 -0.2445 -0.40

70
Properties=species:S:1:pos:R:3:mulliken_charge:R:1 method="wB97M-V/def2-TZVPD" e_homo_ev=-9.80 homo_lumo_gap_ev=5.6
C -0.2078 1.6337 -0.0610 -0.27
C -1.5220 1.6505 -0.8756 2.12
C -2.1237 0.2097 -0.8048 -1.77
C -2.7039 -0.3072 0.5690 -0.29
C -2.9334 0.8028 1.6139 -1.76
C -3.4651 2.1344 0.9637 1.29
N -2.6237 2.5246 -0.2306 0.90
O -2.9959 3.6637 -0.9700 -0.38
C -3.4189 3.3075 1.9589 -1.68
C -4.9714 1.9801 0.5436 -1.60
C -1.2828 2.0202 -2.3755 -1.68
H 0.7221 1.7246 -0.6224 -1.47
H -0.1935 0.8019 0.6433 0.06
H -0.1547 2.4705 0.6355 0.51
H -1.4393 -0.5784 -1.1190 0.40
H -2.9728 0.2258 -1.4880 0.69
H -2.2473 -1.2375 0.9070 0.02
H -3.7610 -0.5610 0.4910 0.85
H -1.9112 0.9217 1.9732 0.24
H -3.5596 0.4785 2.4451 0.71
H -2.3607 3.4639 2.1684 0.38
H -4.0150 3.0432 2.8324 0.42
H -3.7404 4.2576 1.5321 0.39
H -5.6841 1.8486 1.3579 0.42
H -5.1262 1.1231 -0.1119 0.36
H -5.4575 2.8079 0.0273 0.38
H -1.9869 1.5554 -3.0656 0.42
H -0.3921 1.5547 -2.7977 0.30
H -1.1590 3.0794 -2.6011 0.48
Cl 1.2108 -0.4367 1.4936 1.73
O 2.0549 -0.4889 2.6529 -0.77
O 1.8236 -1.1833 0.4479 -0.65
O -0.1524 -0.9496 1.7965 -0.59
O 1.1872 0.9928 1.0775 -0.67
C -0.6492 -3.5778 -0.3602 -0.92
C -0.9748 -2.1728 -0.5779 -0.66
O -2.3024 -2.1152 -0.5175 -0.33
C -2.7599 -3.1775 0.2064 0.67
O -3.9179 -3.3812 0.5479 -0.62
O -1.7580 -4.0329 0.4084 -0.43
H 0.2459 -3.7606 0.2344 0.40
H -0.5446 -4.1470 -1.2839 0.41
H -0.4939 -1.9076 -1.5194 0.46
H -0.5376 -1.5530 0.2049 0.77
C 3.6273 -2.5618 -1.7266 -0.04
C 3.5817 -2.7420 -0.1960 0.71
O 2.8433 -3.8466 -0.0033 -0.34
C 2.1348 -4.1343 -1.1064 0.61
O 1.2774 -5.0110 -1.2537 -0.66
O 2.5477 -3.3847 -2.0859 -0.36
H 4.5541 -2.8041 -2.2465 0.28
H 3.3817 -1.5360 -2.0012 -0.03
H 3.0941 -1.9056 0.3049 -0.29
H 4.6518 -2.6973 0.0065 0.46
C 3.3143 1.9006 -0.1548 -0.58
C 2.5577 1.7196 -1.3766 0.68
O 2.4475 3.0564 -1.8547 -0.43
C 2.6919 3.8737 -0.8580 0.65
O 2.4945 5.0793 -0.9804 -0.63
O 3.2576 3.2341 0.1442 -0.35
H 4.3752 1.6566 -0.2107 0.40
H 2.7827 1.2909 0.5757 0.44
H 1.5568 1.3679 -1.1264 0.45
H 3.0901 1.0742 -2.0753 0.22
O 2.7272 -2.6504 2.9990 -0.58
H 3.2258 -2.4836 3.7989 0.29
H 3.0729 -2.0218 2.3653 0.41
O 4.2427 -0.4550 0.5280 -0.70
H 4.4386 -0.2479 -0.3857 0.36
H 3.2867 -0.4796 0.5689 -0.20

56
Properties=species:S:1:pos:R:3:mulliken_charge:R:1 method="wB97M-V/def2-TZVPD" charge=-2 e_homo_ev="1.14 / 1.04" homo_lumo_gap_ev="3.6 / 3.7"
C -1.0153 -2.5257 -0.3533 0.45
C 0.3530 -2.8336 -0.4501 0.75
C 0.8568 -2.3078 -1.6875 0.81
C 1.1511 -3.6487 0.4958 -1.40
C -0.2083 -1.7382 -2.3987 0.17
C -1.4271 -1.9269 -1.6272 0.84
C -2.6937 -1.5785 -2.0569 -1.84
C -1.8986 -2.7960 0.7967 -1.69
C 2.2516 -2.3977 -2.1614 -1.59
C -0.1683 -1.1126 -3.7248 -1.70
Sn 1.1945 0.7696 1.6258 0.36
Cl 3.2244 -0.0487 1.5937 -0.38
Cl -0.0762 -0.4948 3.0904 -0.47
Cl 0.4242 0.8436 -0.5855 -0.43
H 0.5475 -3.9871 1.3469 0.37
H 2.0201 -3.0881 0.8793 0.20
H 1.5403 -4.5465 -0.0140 0.29
H 2.9607 -2.1741 -1.3518 0.27
H 2.4100 -1.6804 -2.9773 0.37
H 2.4772 -3.4024 -2.5555 0.27
H 0.7120 -0.4735 -3.8683 0.36
H -1.0649 -0.5025 -3.8643 0.36
H -0.1773 -1.8827 -4.5093 0.24
H -2.8022 -0.7948 -2.8157 0.24
H -3.3360 -0.1909 -0.8759 0.43
H -3.5659 -2.1026 -1.6561 0.48
H -1.3387 -2.9247 1.7325 0.34
H -2.4814 -3.7124 0.6296 0.29
H -2.6138 -1.9768 0.9543 0.28
O -3.3642 0.7037 -0.4564 -0.78
H -2.4642 1.0497 -0.5185 0.26
C -2.1606 2.5158 2.5267 -0.82
Si -0.6157 3.5420 2.7118 0.20
C -0.9085 5.1504 1.8265 -1.19
C -0.2294 3.8090 4.5100 -1.04
N 0.8895 2.7528 2.0870 0.31
C 2.0546 3.5351 1.7769 0.12
C 2.0439 4.4137 0.6743 -0.40
C 3.2365 5.0160 0.2722 -0.77
C 4.4218 4.7321 0.9608 -0.32
C 4.4430 3.8104 2.0185 -0.74
C 3.2557 3.2138 2.4234 -0.11
H -2.9584 3.0820 3.0416 0.31
H -2.1023 1.5271 3.0027 0.27
H -2.4945 2.3712 1.4883 0.12
H -1.5870 5.7573 2.4437 0.37
H 0.0151 5.7226 1.6722 0.39
H -1.3862 4.9915 0.8486 0.26
H -0.0787 2.8437 5.0149 0.23
H 0.6862 4.4042 4.6190 0.30
H -1.0615 4.3421 4.9942 0.36
H 1.0909 4.5605 0.1570 0.52
H 3.2169 5.7174 -0.5668 0.32
H 5.3509 5.2336 0.6643 0.31
H 5.3676 3.5701 2.5365 0.36
H 3.2090 2.4904 3.2363 0.50

22
Properties=species:S:1:pos:R:3:mulliken_charge:R:1 method="wB97M-V/def2-TZVPD" e_homo_ev="-8.39 / -8.39" homo_lumo_gap_ev="9.3 / 9.3"
C 2.2771 0.1728 -0.9604 -0.18
C 3.5817 -0.4588 -0.5033 -1.09
O 1.1371 -0.3536 -0.2935 -0.17
O 1.1961 0.0377 1.0954 -0.38
H 0.4719 0.6908 1.1475 0.44
H 2.3031 1.2624 -0.8378 0.27
H 2.0711 -0.0551 -2.0104 0.26
H 4.4181 -0.0338 -1.0593 0.37
H 3.5614 -1.5356 -0.6703 0.28
H 3.7353 -0.2727 0.5583 0.29
C -2.0880 0.1362 -1.0411 -0.82
C -2.0382 -1.0799 1.0513 -0.85
N -2.2278 0.2039 0.4016 -0.29
N -1.1900 1.7217 1.2292 0.19
N -2.1538 2.2671 1.5326 -0.52
H -2.9381 1.1791 0.9422 0.47
H -2.2148 1.1339 -1.4644 0.30
H -1.0968 -0.2425 -1.3023 0.24
H -2.1241 -0.9599 2.1318 0.29
H -1.0489 -1.4786 0.8142 0.28
H -2.7903 -1.8069 0.7193 0.31
H -2.8421 -0.5282 -1.4809 0.32

10
Properties=species:S:1:pos:R:3:mulliken_charge:R:1 method="wB97M-V/def2-TZVPD" e_homo_ev=-10.31 homo_lumo_gap_ev=9.5
C 0.5389 0.0976 0.9225 0.61
C 0.6085 0.8104 -0.1953 -0.56
C -0.4069 0.2070 -1.1028 0.49
C -0.5505 -0.9268 0.7369 -0.24
H 1.3407 1.5682 -0.4490 0.40
H -1.3746 -0.1093 -2.6916 0.32
H -0.9236 -1.5925 1.5064 0.41
N -0.5753 0.4965 -2.3118 -0.60
N -1.0382 -0.8958 -0.4368 -0.55
F 1.2347 0.1999 2.0786 -0.27

10
Properties=species:S:1:pos:R:3:mulliken_charge:R:1 method="wB97M-V/def2-TZVPD" charge=-1 e_homo_ev=-4.56 homo_lumo_gap_ev=8.7
C 0.7269 -0.2128 -0.2193 -0.67
O -1.1347 -0.4950 1.8022 -0.60
O -0.9622 -2.2362 0.1215 -0.66
O -1.7678 -0.0481 -0.5042 -0.64
P 0.0590 1.4231 -0.7237 -0.16
S -0.9474 -0.8393 0.4373 1.05
H 0.9072 -1.0539 -0.9905 0.33
H 1.5730 -0.2152 0.4722 0.33
H 1.2952 2.0620 -1.0587 0.01
H 0.2507 1.6154 0.6632 0.01

18
Properties=species:S:1:pos:R:3:mulliken_charge:R:1 method="wB97M-V/def2-TZVPD" e_homo_ev=-9.44 homo_lumo_gap_ev=8.4
C 0.4537 -1.0674 1.6003 -0.52
C 1.3426 -0.2226 1.0385 -0.68
C -0.8568 -1.2107 1.0830 -0.41
C 1.0080 0.5230 -0.0823 -0.62
C -1.2952 -0.3473 0.0714 -0.48
C -0.3379 0.4568 -0.4652 1.07
C -0.6528 1.4562 -1.6088 -0.32
N -1.9582 2.0266 -1.3875 0.84
O -2.7460 2.1139 -2.3241 -0.56
O -2.0281 2.6000 -0.3069 -0.48
S -0.2412 0.7831 -3.2345 -0.15
H 0.7310 -1.7618 2.3769 0.37
H 2.2623 0.0202 1.5237 0.37
H -1.5380 -2.0248 1.4011 0.33
H 1.6707 1.0808 -0.7363 0.30
H -2.3108 -0.3450 -0.2651 0.44
H 0.4308 2.6536 -1.2898 0.33
H 1.1535 0.6041 -3.0281 0.16

13
Properties=species:S:1:pos:R:3:mulliken_charge:R:1 method="wB97M-V/def2-TZVPD" e_homo_ev=-9.86 homo_lumo_gap_ev=10.7
C 1.4374 -0.3165 -0.2267 0.25
C -0.0331 -0.1932 0.0014 0.25
C -2.1341 0.5830 0.3481 -0.44
C -0.7503 1.1338 0.2148 -0.17
H 1.6036 -1.1422 -0.9364 0.25
H -2.4837 0.4029 1.3757 0.24
H -2.9368 1.0951 -0.1678 0.26
H -0.3632 1.7625 1.0764 0.31
H -0.6535 1.7184 -0.6913 0.25
N -0.7694 -1.1670 -0.3595 -0.42
O -2.1043 -0.7328 -0.2572 -0.24
F 1.8797 0.8513 -0.7042 -0.27
F 2.1131 -0.5233 0.9144 -0.26

Energy relative to the best compared isomer or geometry (same formula, charge and spin) (computed, kcal per mole): 102.8, 266.5, 0.0, 144.8, 35.2, 69.9, 100.4, 26.3